The following is a quantum chemistry calculation of 10 unconnected molecules or ions with the total composition H20O10 at a distorted geometry, from the Open Molecules 2025 dataset.

Bonds (Å) are listed after each position.
Positions of all 30 atoms, in Å:
1 O 0.04 1.73 0.22  H2 0.918, H3 0.956
2 H 0.30 0.89 0.48  O1 0.918
3 H -0.91 1.61 0.17  O1 0.956
4 O -2.95 2.34 -0.67  H5 0.967, H6 1.025
5 H -3.76 2.29 -1.19  O4 0.967
6 H -3.08 3.10 0.01  O4 1.025
7 O 3.29 1.82 1.56  H8 0.994, H9 0.958
8 H 2.31 1.82 1.40  O7 0.994
9 H 3.35 1.09 2.17  O7 0.958
10 O -3.89 -1.15 -0.37  H11 0.902, H12 0.970
11 H -3.64 -1.25 -1.23  O10 0.902
12 H -3.42 -0.33 -0.15  O10 0.970
13 O -1.98 -0.55 0.60  H14 0.988, H15 0.900
14 H -1.17 -0.54 1.17  O13 0.988
15 H -1.81 -0.07 -0.15  O13 0.900
16 O 1.96 -2.61 -1.11  H17 1.015, H18 0.948
17 H 2.96 -2.80 -1.15  O16 1.015
18 H 1.58 -3.32 -0.61  O16 0.948
19 O 1.30 2.95 -1.16  H20 1.018, H21 0.931
20 H 1.11 2.97 -0.16  O19 1.018
21 H 0.53 2.91 -1.69  O19 0.931
22 O 3.96 -1.15 -0.97  H23 0.962, H24 0.982
23 H 3.22 -0.99 -0.39  O22 0.962
24 H 4.22 -0.26 -1.31  O22 0.982
25 O -0.95 -1.88 -1.03  H26 0.891, H27 0.983
26 H -1.75 -1.51 -0.96  O25 0.891
27 H -0.84 -2.59 -0.36  O25 0.983
28 O -0.65 -1.52 2.69  H29 0.984, H30 0.958
29 H -0.31 -0.71 3.14  O28 0.984
30 H -0.01 -2.22 2.81  O28 0.958

## Properties
* DFT total energy: -764.23906 Eh
* relative energy (zero: lowest compared OMol25 entry of this formula, charge and spin): 152.40 kcal/mol
* LUMO level: -0.0143 hartree
* E_HOMO: -10.05 eV
* largest force on an atom: 6.4 eV Å⁻¹
* SMILES string: O.O.O.O.O.O.O.O.O.O